C96H80F16 | ωB97M-V/def2-TZVPD

Results
2S+1: 1
Largest force on an atom in eV/Å: 3.306
LUMO level in eV: 0.58
Charge: 0
Kohn-Sham gap in eV: 9.6
DFT total energy in eV: -144326.2615

Last column: Löwdin charge in e.
Element x y z (Å)
F: -0.443782 -5.058773 6.889189  0.026
C: -1.103222 -4.799633 5.708409  -0.229
C: -1.284992 -3.493473 5.225309  -0.008
C: -2.011362 -3.320763 4.063759  -0.093
C: -2.432652 -4.391633 3.310579  -0.109
C: -2.188172 -5.690593 3.706169  -0.066
C: -1.535342 -5.929003 4.959589  0.009
H: -0.886092 -2.623163 5.725139  0.106
H: -2.235842 -2.322623 3.717729  0.096
H: -2.966242 -4.187813 2.393979  0.083
H: -2.613832 -6.475903 3.099119  0.096
H: -1.221562 -6.917933 5.259539  0.105
F: 3.071088 3.564927 3.953899  0.091
C: 3.460858 4.805347 3.820269  -0.328
C: 4.428898 5.040027 2.854089  0.010
C: 4.801338 6.359757 2.585229  -0.083
C: 4.211238 7.399077 3.315289  -0.097
C: 3.242758 7.130717 4.319309  -0.059
C: 2.921068 5.782887 4.604399  -0.020
H: 4.816438 4.221557 2.265599  0.107
H: 5.553618 6.691207 1.884789  0.100
H: 4.430818 8.446597 3.170759  0.094
H: 2.738208 7.912997 4.866909  0.097
H: 2.194938 5.561827 5.372689  0.115
F: -4.824742 1.572787 2.799189  0.084
C: -5.576362 0.835487 2.012879  -0.306
C: -5.475132 1.049367 0.666699  -0.006
C: -6.131682 0.178867 -0.249161  -0.059
C: -7.005212 -0.775123 0.240979  -0.084
C: -7.034722 -1.028163 1.624959  -0.098
C: -6.294912 -0.268323 2.479629  -0.020
H: -4.860652 1.871047 0.329569  0.086
H: -6.073812 0.316877 -1.318741  0.102
H: -7.573742 -1.347673 -0.476901  0.095
H: -7.656522 -1.804453 2.045849  0.093
H: -6.327242 -0.533633 3.526029  0.119
F: 2.044188 -2.209623 4.045639  0.106
C: 1.054528 -1.358323 4.111009  -0.357
C: 0.965978 -0.634363 5.278679  -0.060
C: 0.120758 0.432177 5.374899  -0.084
C: -0.799542 0.723927 4.364339  -0.073
C: -0.745282 -0.056403 3.198279  -0.078
C: 0.172328 -1.109173 3.075979  -0.010
H: 1.519478 -0.932653 6.156769  0.126
H: 0.153028 1.055867 6.256019  0.108
H: -1.484122 1.559157 4.376479  0.092
H: -1.454412 0.209177 2.428199  0.084
H: 0.237748 -1.780163 2.232239  0.122
F: 6.327318 -0.461133 -3.286091  0.046
C: 5.358358 -1.410353 -3.237671  -0.267
C: 4.085868 -1.162283 -3.760391  -0.005
C: 3.115878 -2.180623 -3.911831  -0.067
C: 3.487278 -3.418133 -3.464201  -0.120
C: 4.742858 -3.769383 -2.972701  -0.040
C: 5.676908 -2.693563 -2.825821  -0.011
H: 3.862398 -0.137283 -4.016991  0.095
H: 2.175578 -1.868213 -4.341521  0.102
H: 2.699918 -4.148403 -3.578931  0.073
H: 5.031828 -4.789453 -2.766891  0.104
H: 6.692308 -2.986023 -2.602591  0.107
F: -0.173752 3.302287 2.807919  0.101
C: -1.022032 4.224767 2.506249  -0.332
C: -0.643412 5.564427 2.524579  -0.016
C: -1.563712 6.581337 2.303969  -0.099
C: -2.884052 6.307857 2.123719  -0.094
C: -3.251182 4.951377 2.180849  -0.075
C: -2.360002 3.858237 2.316859  0.005
H: 0.398878 5.780847 2.706759  0.110
H: -1.263852 7.613327 2.196749  0.101
H: -3.596492 7.103427 1.962849  0.106
H: -4.287692 4.675677 2.054149  0.095
H: -2.670362 2.823837 2.307639  0.091
F: -5.568242 -2.544363 -5.010081  0.047
C: -6.023312 -3.498023 -4.168221  -0.272
C: -6.277572 -3.178213 -2.804241  0.002
C: -6.789392 -4.206653 -1.995401  -0.076
C: -7.076122 -5.493913 -2.504701  -0.089
C: -6.877032 -5.756403 -3.853221  -0.077
C: -6.374852 -4.741793 -4.661051  -0.027
H: -5.973812 -2.257473 -2.328461  0.092
H: -6.880082 -4.090883 -0.925461  0.086
H: -7.412222 -6.254403 -1.815421  0.097
H: -7.166842 -6.733533 -4.210481  0.105
H: -6.209272 -4.848923 -5.722891  0.116
F: -7.989522 -7.977003 1.804909  0.037
C: -7.314792 -6.803033 2.013239  -0.239
C: -6.025232 -6.559793 1.402639  -0.002
C: -5.474922 -5.301333 1.488239  -0.100
C: -6.142392 -4.336193 2.252369  -0.110
C: -7.284722 -4.612323 2.949389  -0.085
C: -7.890632 -5.856083 2.810789  -0.022
H: -5.458752 -7.291803 0.846169  0.108
H: -4.592812 -4.991733 0.947479  0.097
H: -5.809132 -3.310393 2.307759  0.086
H: -7.666342 -3.800143 3.550329  0.105
H: -8.835492 -6.115283 3.265159  0.120
F: 7.000618 -1.571693 0.047309  0.049
C: 8.279478 -1.466213 0.464669  -0.304
C: 9.213998 -1.069883 -0.449101  -0.028
C: 10.523258 -0.954293 -0.100891  -0.103
C: 10.907698 -1.299663 1.147229  -0.097
C: 9.969268 -1.774993 2.077779  -0.056
C: 8.593358 -1.809303 1.771409  -0.011
H: 8.985298 -0.836403 -1.478461  0.120
H: 11.174148 -0.639693 -0.903241  0.114
H: 11.945788 -1.339833 1.442459  0.103
H: 10.194588 -2.142443 3.068039  0.101
H: 7.818658 -2.260033 2.373969  0.111
F: 0.497908 -0.596673 -7.573321  0.076
C: -0.467772 -0.659893 -6.659961  -0.293
C: -1.553562 -1.493713 -6.720361  -0.019
C: -2.506942 -1.602003 -5.700671  -0.067
C: -2.265442 -0.957943 -4.499771  -0.085
C: -1.156972 -0.151793 -4.463661  -0.099
C: -0.216002 -0.008663 -5.453741  -0.007
H: -1.664492 -2.038283 -7.646391  0.115
H: -3.373602 -2.237163 -5.809631  0.088
H: -2.954372 -0.985463 -3.668501  0.104
H: -0.914332 0.424767 -3.583261  0.087
H: 0.603078 0.667187 -5.256961  0.097
F: 0.473428 8.111947 0.586919  0.040
C: 1.394978 7.241397 0.088479  -0.273
C: 2.723968 7.647447 -0.031251  -0.003
C: 3.606178 6.709047 -0.551851  -0.104
C: 3.224038 5.430417 -0.871961  -0.074
C: 1.875578 5.038187 -0.695861  -0.034
C: 0.970748 6.016607 -0.276381  -0.044
H: 3.081238 8.574947 0.391249  0.116
H: 4.652648 6.974687 -0.524631  0.102
H: 3.960778 4.688817 -1.143341  0.090
H: 1.526908 4.064627 -1.007351  0.086
H: -0.048292 5.676587 -0.165311  0.096
F: 5.266658 2.114787 0.286849  0.017
C: 4.954898 1.304897 1.357959  -0.209
C: 5.975498 0.483257 1.929319  -0.005
C: 5.658498 -0.235173 3.081299  -0.067
C: 4.419948 -0.076343 3.727989  -0.083
C: 3.471648 0.753677 3.209799  -0.098
C: 3.698648 1.404087 2.018969  -0.028
H: 6.931508 0.463917 1.427229  0.095
H: 6.353458 -0.892413 3.582759  0.091
H: 4.331588 -0.596063 4.670579  0.104
H: 2.522858 0.900977 3.704269  0.097
H: 2.969968 2.115617 1.659579  0.099
F: -3.451902 1.892797 -2.199191  0.056
C: -3.117942 3.173707 -2.030681  -0.280
C: -1.893742 3.625007 -2.529071  -0.002
C: -1.566672 4.967827 -2.365371  -0.079
C: -2.446202 5.828267 -1.691691  -0.084
C: -3.696932 5.372577 -1.277891  -0.088
C: -4.010622 4.033897 -1.389221  -0.031
H: -1.227112 2.901617 -2.974861  0.095
H: -0.611032 5.316837 -2.727781  0.103
H: -2.138252 6.853397 -1.547941  0.103
H: -4.484172 5.923997 -0.785361  0.106
H: -4.921022 3.649297 -0.953711  0.103
F: 0.832878 -7.134803 -1.336241  0.040
C: -0.228952 -6.366703 -1.728781  -0.248
C: 0.002978 -5.301583 -2.608091  0.006
C: -1.085672 -4.506783 -3.025831  -0.092
C: -2.344132 -4.801393 -2.633841  -0.117
C: -2.622202 -5.909033 -1.837001  -0.068
C: -1.552682 -6.716363 -1.419571  -0.014
H: 0.991978 -5.074453 -2.977791  0.082
H: -0.959662 -3.667113 -3.693271  0.101
H: -3.229972 -4.295703 -2.988761  0.095
H: -3.639442 -6.227743 -1.663671  0.095
H: -1.639532 -7.628123 -0.847241  0.109
F: 1.125588 2.065537 -3.054511  0.033
C: 2.396158 2.405077 -3.399321  -0.248
C: 3.478118 2.208757 -2.553501  -0.041
C: 4.745668 2.434627 -3.085901  -0.101
C: 4.959678 2.922467 -4.349491  -0.082
C: 3.872758 3.109957 -5.199621  -0.084
C: 2.617548 2.890157 -4.715731  -0.022
H: 3.403098 1.825727 -1.546491  0.094
H: 5.578338 2.290867 -2.413291  0.104
H: 5.949768 3.128747 -4.728391  0.106
H: 4.062878 3.457447 -6.204361  0.109
H: 1.825468 3.054567 -5.431251  0.113
F: -1.749262 -2.161703 -1.203801  0.035
C: -0.841502 -1.207393 -0.819431  -0.251
C: -1.332512 0.017497 -0.325051  -0.031
C: -0.506832 1.072457 0.007519  -0.082
C: 0.825638 0.945107 -0.361711  -0.088
C: 1.310938 -0.222363 -1.007881  -0.053
C: 0.481208 -1.334473 -1.174321  -0.010
H: -2.395842 0.108667 -0.159431  0.105
H: -0.799312 1.958477 0.551419  0.094
H: 1.578398 1.680537 -0.119051  0.071
H: 2.374418 -0.295213 -1.181391  0.095
H: 0.725208 -2.251953 -1.689201  0.106

Forces on atoms 1 to 3 (eV/Å):
-0.487 0.557 -0.998
-0.102 -1.009 -0.899
0.033 -0.808 0.889